No. 1
The following is a quantum chemistry calculation of 2 unconnected molecules or ions with the total composition H12N7P2 in a non-equilibrium geometry, from the Open Molecules 2025 dataset.

Geometry (Å):
N 1.3325 1.4465 -0.7088
N 0.3512 -0.4610 1.3154
N -1.0380 -0.0583 3.7230
N -2.4809 -0.5316 1.6875
N 0.6120 0.9652 -3.2599
N -0.9104 0.0197 -1.0955
N 1.4470 -1.1009 -1.6000
P -0.9887 -0.5015 2.1513
P 0.6086 0.3379 -1.7065
H 2.2660 1.8705 -0.7389
H 1.2419 -0.5927 1.9242
H -2.0966 -0.2198 3.8046
H -0.3960 -0.3047 4.4546
H 0.9358 1.3264 0.3350
H -2.6177 -0.7679 0.7688
H -0.3452 1.3970 -3.4439
H 0.8583 0.2574 -3.9124
H -1.4506 0.7862 -0.9004
H -0.7216 -0.6868 -0.2682
H 1.4645 -2.0948 -1.8726
H 1.9279 -1.0864 -0.6571

The total energy comes out at -29197.9698 eV. The relative energy (zero: lowest compared OMol25 entry of this formula, charge and spin) is 115.7 kJ/mol. For the HOMO-LUMO gap, the calculation gives 10.366 eV. Its net charge is +1. For the LUMO energy, the calculation gives -3.24 eV.

Results of the Mulliken charge analysis, in e, for atoms 1 through 2: -0.4710 -0.6112


No. 2
The following is a quantum chemistry calculation of a molecular structure, H12NaO6 in a non-equilibrium geometry, from the Open Molecules 2025 dataset.

Geometry (Å):
Na -0.1572 -0.1065 0.0907
O -1.2908 -0.3470 -1.3357
H -1.2714 -0.7228 -2.2158
H -1.7027 0.5095 -1.4494
O 0.3858 1.8584 -0.4006
H 1.3129 1.8254 -0.6362
H 0.2557 2.7441 -0.0615
O -1.2274 -1.4502 0.3528
H -2.0608 -1.3194 0.8051
H -0.8235 -2.1917 0.8037
O 0.7838 -1.6318 -0.5277
H 0.9540 -2.4411 -0.0457
H 1.5925 -1.1269 -0.4420
O -0.9104 1.0516 1.2808
H -0.9812 0.8496 2.2138
H -1.5868 1.7110 1.1260
O 1.9083 0.0614 0.1670
H 2.7992 -0.2699 0.2795
H 2.0199 0.9964 -0.0049

The total energy comes out at -16885.6900 eV. The relative energy (zero: lowest compared OMol25 entry of this formula, charge and spin) is 737.0 kJ/mol. For the HOMO-LUMO gap, the calculation gives 10.922 eV. Its net charge is +1. For the LUMO energy, the calculation gives -3.50 eV.

Results of the Mulliken charge analysis, in e, for atoms 1 through 2: 1.1323 -0.4840


No. 3
The following is a quantum chemistry calculation of a molecular structure, H12NaO6 in a non-equilibrium geometry, from the Open Molecules 2025 dataset.

Geometry (Å):
Na 0.2581 0.1644 -0.5624
O 1.1703 -1.2831 1.1594
H 0.4965 -1.9030 1.3245
H 1.9478 -1.5253 1.7092
O 1.1738 1.6292 0.9996
H 0.9171 1.3669 1.8294
H 0.6198 2.4073 0.8245
O 2.3699 0.1366 -1.2233
H 2.7550 0.5169 -1.9983
H 2.5730 -0.8057 -1.2874
O -1.2586 1.6707 -1.2274
H -1.9128 1.7675 -0.5380
H -1.7098 1.6380 -2.0917
O -0.8154 -1.7712 -0.7771
H -1.1164 -2.5540 -0.3421
H -1.5092 -1.5936 -1.4099
O -1.6946 0.1587 1.0085
H -1.9030 0.4158 1.9486
H -2.3614 -0.4362 0.6540

The total energy comes out at -16892.6737 eV. The relative energy (zero: lowest compared OMol25 entry of this formula, charge and spin) is 63.2 kJ/mol. For the HOMO-LUMO gap, the calculation gives 11.660 eV. Its net charge is +1. For the LUMO energy, the calculation gives -3.44 eV.

Results of the Mulliken charge analysis, in e, for atoms 1 through 2: 0.8885 -0.5043


No. 4
The following is a quantum chemistry calculation of a molecular structure, H12O10SZn in a non-equilibrium geometry, from the Open Molecules 2025 dataset.

Geometry (Å):
Zn 6.4726 1.6510 -14.2402
S 4.5513 5.0851 -16.4271
O 4.7425 4.1491 -15.2991
O 5.5945 4.8710 -17.3824
O 3.3063 4.7624 -17.1312
O 4.4685 6.4265 -15.8637
O 8.5321 -0.4049 -13.6105
H 9.0615 -0.8007 -12.9181
H 8.8480 -0.8128 -14.4168
O 4.0994 0.0420 -13.0501
H 3.5693 0.1816 -12.2654
H 3.6202 -0.6199 -13.5487
O 6.8801 2.5723 -11.3878
H 7.0047 2.0834 -10.5744
H 6.9842 3.4896 -11.1348
O 8.7471 3.5334 -15.2022
H 9.6016 3.3290 -15.5821
H 8.7679 4.4797 -15.0600
O 2.3569 3.3140 -11.8042
H 1.4914 3.0909 -12.1468
H 2.9344 3.2738 -12.5666
O 5.9088 0.3413 -16.7685
H 5.0924 -0.1349 -16.9201
H 6.1992 0.6038 -17.6420

The total energy comes out at -79916.6526 eV. The relative energy (zero: lowest compared OMol25 entry of this formula, charge and spin) is 762.3 kJ/mol. For the HOMO-LUMO gap, the calculation gives 3.503 eV. For the LUMO energy, the calculation gives -4.02 eV.

Results of the Mulliken charge analysis, in e, for atoms 1 through 2: 0.7903 1.2334


No. 5
The following is a quantum chemistry calculation of 6 unconnected molecules or ions with the total composition H12O5S2 in a non-equilibrium geometry, from the Open Molecules 2025 dataset.

Geometry (Å):
S -2.0034 -1.5442 2.9823
S -1.8050 -2.0489 0.9290
H -1.7486 -0.2267 2.9194
H -0.6014 -2.6359 1.1188
O 1.7015 1.4135 -1.0148
H 1.9766 2.2204 -0.5933
H 1.5794 1.4781 -1.9541
O 4.2148 0.9234 -5.8702
H 4.3273 0.3954 -6.6607
H 3.3631 1.4011 -5.9045
O 0.0236 3.7339 -0.1736
H -0.6613 4.3642 -0.2003
H -0.3320 2.8686 0.1093
O 1.3549 -1.3562 -0.1260
H 2.2456 -1.6179 0.0989
H 1.6165 -0.4470 -0.4406
O -0.7434 1.3223 0.9084
H -1.3089 0.8030 0.3709
H 0.1183 0.9781 0.7521

The total energy comes out at -32102.6616 eV. The relative energy (zero: lowest compared OMol25 entry of this formula, charge and spin) is 69.0 kJ/mol. For the HOMO-LUMO gap, the calculation gives 9.505 eV. For the LUMO energy, the calculation gives 0.30 eV.

Results of the Mulliken charge analysis, in e, for atoms 1 through 2: -0.1711 -0.2257


No. 6
The following is a quantum chemistry calculation of 6 unconnected molecules or ions with the total composition H12O5S2 in a non-equilibrium geometry, from the Open Molecules 2025 dataset.

Geometry (Å):
S -1.7808 2.8091 -3.1579
S -3.3306 2.6576 -1.6950
H -2.0384 4.0613 -3.6047
H -2.5759 1.7210 -1.0935
O -1.9522 0.9021 2.9580
H -1.5651 1.7586 2.7580
H -2.7412 0.9529 3.4793
O 1.3749 1.3469 2.8343
H 1.7084 0.5638 2.4127
H 1.8667 1.9507 2.2755
O -0.4038 -1.0355 0.3040
H -1.0816 -1.7024 0.1999
H -0.5546 -0.6869 1.1951
O 2.3759 -1.7248 -0.6357
H 2.8207 -2.0616 0.1670
H 1.6211 -1.2025 -0.2918
O 1.7480 -3.6382 -2.7351
H 1.9528 -2.8871 -2.1300
H 2.5557 -3.7848 -3.2401

The total energy comes out at -32102.3188 eV. The relative energy (zero: lowest compared OMol25 entry of this formula, charge and spin) is 102.0 kJ/mol. For the HOMO-LUMO gap, the calculation gives 8.754 eV. For the LUMO energy, the calculation gives 0.08 eV.

Results of the Mulliken charge analysis, in e, for atoms 1 through 2: -0.1760 -0.1517


No. 7
The following is a quantum chemistry calculation of 6 unconnected molecules or ions with the total composition H12O6 in a non-equilibrium geometry, from the Open Molecules 2025 dataset.

Geometry (Å):
O 2.8868 -1.1182 0.1708
H 2.0920 -1.5407 -0.1549
H 2.7582 -0.1884 -0.0163
O 0.4435 -2.3330 -0.3631
H -0.3999 -1.9019 -0.2249
H 0.3911 -3.1352 0.1564
O -1.4613 2.7881 2.5700
H -1.6888 3.3040 1.7965
H -0.5263 2.6082 2.4721
O 2.1213 0.5776 -2.5438
H 2.1616 0.1225 -3.3848
H 2.0616 1.5045 -2.7751
O -0.9329 0.4862 -0.3756
H -0.0469 0.4264 -0.7330
H -0.9393 1.3089 0.1136
O -3.1049 -1.3371 1.1148
H -2.9377 -0.7392 1.8434
H -2.8781 -0.8327 0.3336

The total energy comes out at -12479.4155 eV. The relative energy (zero: lowest compared OMol25 entry of this formula, charge and spin) is 63.8 kJ/mol. For the HOMO-LUMO gap (alpha / beta), the calculation gives 3.079 / 10.849 eV. As for the spin multiplicity: 2. Its net charge is -1. For the LUMO energy (alpha / beta), the calculation gives 3.49 / 3.41 eV. The expectation value of S² is 0.750.

Results of the Mulliken charge analysis, in e, for atoms 1 through 2: -0.8827 0.4245


No. 8
The following is a quantum chemistry calculation of 6 unconnected molecules or ions with the total composition H12O6 in a non-equilibrium geometry, from the Open Molecules 2025 dataset.

Geometry (Å):
O -48.4591 -28.7833 27.8293
H -47.6502 -29.4244 28.1179
H -49.2484 -29.0960 28.2732
O -54.4856 -31.4664 29.0309
H -55.1879 -31.4782 29.6100
H -54.2542 -30.4450 29.1782
O -52.0095 -26.9388 26.9081
H -52.5511 -26.4762 26.1588
H -51.3276 -27.2665 26.5480
O -52.2454 -28.3556 31.5712
H -51.6399 -29.2716 31.6049
H -52.4054 -28.3798 30.6709
O -52.8034 -29.1334 28.7486
H -52.6466 -28.3667 28.1328
H -52.1729 -29.6372 28.2081
O -50.6969 -30.6256 27.9499
H -51.1428 -30.5231 27.1967
H -50.0605 -31.2633 27.7052

The total energy comes out at -12477.6070 eV. The relative energy (zero: lowest compared OMol25 entry of this formula, charge and spin) is 338.3 kJ/mol. For the HOMO-LUMO gap, the calculation gives 10.750 eV. For the LUMO energy, the calculation gives 0.02 eV.

Results of the Mulliken charge analysis, in e, for atoms 1 through 2: -0.6516 0.3166